ORCA calculation (ωB97M-V with the def2-TZVPD basis set) on a cluster of 14 separate species, C6H36O13 in total.

Output
E_HOMO: -8.72 eV
frontier orbital gap: 8.992 eV
relative energy (zero: lowest compared OMol25 entry of this formula, charge and spin): 295.2 kJ/mol
multiplicity: 1
charge: 0
energy: -33422.558 eV
molecular weight: 316.341 g/mol

Bonds (Å) are listed after each position.
CARTESIAN COORDINATES (ANGSTROEM)
1 C 1.000 0.566 -2.165  C2 1.487, H7 1.095, H8 1.124, H9 1.109
2 C 0.941 -0.057 -0.816  C1 1.487, C3 1.349, C6 1.536
3 C 1.953 -0.375 0.019  C2 1.349, C4 1.454, H10 1.092
4 C 3.331 -0.327 -0.443  C3 1.454, C5 1.327, H11 1.109
5 C 4.015 0.797 -0.621  C4 1.327, H12 1.090, H13 1.083
6 C -0.459 -0.436 -0.309  C2 1.536, H14 1.088, H15 1.084, H16 1.076
7 H 0.031 0.980 -2.460  C1 1.095
8 H 1.508 -0.066 -2.943  C1 1.124
9 H 1.581 1.506 -2.063  C1 1.109
10 H 1.683 -0.925 0.923  C3 1.092
11 H 3.748 -1.289 -0.801  C4 1.109
12 H 3.820 1.816 -0.287  C5 1.090
13 H 4.985 0.817 -1.100  C5 1.083
14 H -0.823 0.474 0.164  C6 1.088
15 H -0.345 -1.349 0.264  C6 1.084
16 H -1.131 -0.636 -1.125  C6 1.076
17 H 1.305 -2.155 -4.916  O19 0.965
18 H 1.478 -2.609 -3.453  O19 0.977
19 O 0.836 -2.212 -4.074  H17 0.965, H18 0.977
20 H 3.015 -3.337 -1.894  O22 0.960
21 H 2.052 -2.843 -0.758  O22 0.973
22 O 2.106 -3.106 -1.693  H20 0.960, H21 0.973
23 H -1.248 3.252 2.720  O25 0.961
24 H -1.508 2.230 1.604  O25 0.989
25 O -0.836 2.507 2.274  H23 0.961, H24 0.989
26 H 1.731 0.448 3.078  O28 0.958
27 H 0.425 1.439 3.186  O28 0.978
28 O 0.863 0.606 3.451  H26 0.958, H27 0.978
29 H -0.060 4.511 1.079  O31 0.970
30 H -0.231 4.905 -0.602  O31 0.964
31 O -0.476 4.964 0.329  H29 0.970, H30 0.964
32 H -2.351 -2.593 -3.102  O34 0.967
33 H -1.209 -1.682 -3.192  O34 0.974
34 O -2.092 -1.718 -2.781  H32 0.967, H33 0.974
35 H 1.429 -2.863 2.209  O37 0.988
36 H 2.795 -3.655 1.996  O37 0.959
37 O 2.064 -3.228 1.547  H35 0.988, H36 0.959
38 H -4.016 0.159 -1.252  O40 0.971
39 H -3.178 -0.368 -2.521  O40 0.976
40 O -3.277 0.340 -1.855  H38 0.971, H39 0.976
41 H -2.299 -1.779 0.830  O43 0.963
42 H -2.410 -2.215 2.338  O43 0.972
43 O -2.899 -2.113 1.504  H41 0.963, H42 0.972
44 H -4.559 -1.444 0.357  O46 0.961
45 H -5.649 -0.374 0.717  O46 0.960
46 O -4.977 -0.625 0.078  H44 0.961, H45 0.960
47 H -2.247 2.836 -0.359  O49 0.965
48 H -3.263 2.178 0.506  O49 0.970
49 O -2.693 2.963 0.488  H47 0.965, H48 0.970
50 H 0.195 -2.159 3.966  O52 0.967
51 H 0.255 -1.085 2.946  O52 0.984
52 O 0.109 -2.056 3.008  H50 0.967, H51 0.984
53 H 1.895 4.544 2.269  O55 0.961
54 H 1.759 2.997 1.799  O55 0.958
55 O 1.329 3.843 1.936  H53 0.961, H54 0.958

=====

ORCA calculation (ωB97M-V with the def2-TZVPD basis set) on a cluster of 14 separate species, C6H38NO14 in total.

Output
E_HOMO: -5.75 eV
frontier orbital gap: 8.312 eV
relative energy (zero: lowest compared OMol25 entry of this formula, charge and spin): 538.6 kJ/mol
multiplicity: 1
charge: -1
energy: -36993.011 eV
molecular weight: 348.363 g/mol

Bonds (Å) are listed after each position.
CARTESIAN COORDINATES (ANGSTROEM)
1 C 2.144 -0.242 -1.206  C2 1.539, H9 1.069, H10 1.071, H11 1.116
2 C 0.610 -0.129 -1.158  C1 1.539, C3 1.558, N6 1.420, H12 1.131
3 C 0.003 -1.522 -1.505  C2 1.558, C4 1.473, H13 1.150, H14 1.108
4 C -1.445 -1.553 -1.237  C3 1.473, C5 1.375, H15 1.110
5 C -2.327 -2.605 -1.157  C4 1.375, H16 1.102, H17 1.127
6 N -0.047 0.854 -1.945  C2 1.420, C7 1.523, H18 1.019
7 C -0.740 1.978 -1.186  N6 1.523, O8 1.318, H19 1.144, H20 1.242
8 O -0.104 2.352 -0.094  C7 1.318
9 H 2.529 0.120 -2.135  C1 1.069
10 H 2.446 -1.267 -1.127  C1 1.071
11 H 2.603 0.365 -0.390  C1 1.116
12 H 0.306 0.053 -0.084  C2 1.131
13 H 0.583 -2.352 -0.960  C3 1.150
14 H 0.306 -1.578 -2.569  C3 1.108
15 H -1.888 -0.557 -1.028  C4 1.110
16 H -2.115 -3.686 -1.187  C5 1.102
17 H -3.428 -2.379 -1.078  C5 1.127
18 H 0.591 1.147 -2.684  N6 1.019
19 H -0.751 2.614 -2.137  C7 1.144
20 H -1.795 1.665 -0.610  C7 1.242
21 H 0.928 -4.500 2.311  O23 0.963
22 H 0.320 -5.026 0.936  O23 0.946
23 O 0.877 -5.221 1.675  H21 0.963, H22 0.946
24 H -0.352 1.078 -4.641  O26 0.981
25 H -0.281 -0.359 -4.199  O26 0.980
26 O 0.284 0.333 -4.602  H24 0.981, H25 0.980
27 H -0.690 -2.831 -3.647  O29 0.941
28 H 0.687 -3.710 -3.351  O29 0.948
29 O 0.124 -3.212 -3.928  H27 0.941, H28 0.948
30 H 1.480 -2.471 3.112  O32 1.125
31 H 0.581 -3.555 3.940  O32 0.982
32 O 1.494 -3.492 3.582  H30 1.125, H31 0.982
33 H 2.476 2.580 -1.363  O35 0.940
34 H 1.395 2.695 -0.349  O35 1.045
35 O 2.402 2.932 -0.495  H33 0.940, H34 1.045
36 H -1.509 2.637 1.031  O38 0.951
37 H -1.993 3.816 2.099  O38 0.941
38 O -1.998 2.926 1.794  H36 0.951, H37 0.941
39 H -2.470 -1.894 -3.262  O41 0.952
40 H -3.328 -0.468 -3.327  O41 0.951
41 O -3.252 -1.402 -3.493  H39 0.952, H40 0.951
42 H 1.754 3.245 3.240  O44 0.971
43 H 0.887 3.511 1.923  O44 0.948
44 O 0.900 3.524 2.871  H42 0.971, H43 0.948
45 H 1.380 -0.331 3.500  O47 1.009
46 H 0.070 -0.591 2.668  O47 0.950
47 O 0.826 -1.034 3.035  H45 1.009, H46 0.950
48 H -2.931 1.346 -2.134  O50 0.965
49 H -4.199 0.900 -1.334  O50 0.948
50 O -3.790 0.911 -2.189  H48 0.965, H49 0.948
51 H 1.282 1.515 4.501  O53 0.948
52 H 2.448 1.278 3.441  O53 0.981
53 O 1.982 0.934 4.234  H51 0.948, H52 0.981
54 H -2.384 0.976 2.950  O56 0.943
55 H -1.024 1.496 3.081  O56 1.010
56 O -1.598 0.733 3.410  H54 0.943, H55 1.010
57 H 2.773 2.576 1.165  O59 1.007
58 H 3.754 1.498 1.674  O59 0.963
59 O 3.047 2.070 1.991  H57 1.007, H58 0.963